1.
8 unconnected molecules or ions with the total composition C50H80F21NO17P at a distorted geometry. Source: the Open Molecules 2025 dataset; level of theory: ωB97M-V/def2-TZVPD.

molecular weight: 1397.112 g mol⁻¹
frontier orbital gap: 5.7 eV
LUMO: 1.81 eV
E_tot: -5725.6303 hartree

The geometry in ORCA input format:
```
! wB97M-V def2-TZVPD RIJCOSX def2/J DEFGRID3
* xyz -1 1
C 9.55061 -0.12096 0.67114
C 9.01652 0.49953 -0.63142
C 8.94581 2.03438 -0.43830
C 7.50574 2.49760 -0.15364
C 7.55885 3.82756 0.60240
C 6.17870 4.52782 0.80882
C 4.96853 3.70680 0.31731
C 3.67170 4.49267 0.60799
C 2.55154 3.98174 -0.34521
C 1.93294 5.13466 -1.14173
C 1.07111 4.57986 -2.30446
C -0.31403 4.18985 -1.76033
C -1.10410 3.31032 -2.76706
C -1.50690 1.92883 -2.22147
C -2.95707 1.86820 -1.72299
P -3.14558 2.20943 0.16919
N -2.37375 0.66996 0.71637
C -2.44349 -0.38228 0.04726
C -1.15186 -1.06638 -0.42925
C -3.71084 -1.16336 -0.29600
O -3.26131 2.75459 1.83389
C -4.55531 3.35923 1.92673
C -5.50376 2.75506 0.86431
C -6.84421 2.19091 1.37984
C -6.64706 1.47107 2.69051
O -7.01833 1.94950 3.72004
O -4.80200 1.66279 0.27975
H 9.68504 -1.19327 0.58344
H 8.83900 0.13750 1.44879
H 10.48348 0.38927 0.88677
H 8.01471 0.14504 -0.84467
H 9.66614 0.25321 -1.46673
H 9.52848 2.28367 0.44824
H 9.35927 2.57474 -1.28648
H 7.01821 2.61628 -1.11664
H 6.98396 1.73951 0.42143
H 8.01196 3.64593 1.57415
H 8.19279 4.48996 0.01674
H 6.18346 5.45504 0.23761
H 6.00855 4.76014 1.85621
H 5.07814 3.60172 -0.75704
H 4.94018 2.75038 0.83044
H 3.86627 5.53290 0.36283
H 3.41089 4.32875 1.64843
H 1.75616 3.50721 0.22361
H 2.95550 3.22503 -1.01152
H 1.26080 5.68014 -0.47940
H 2.68223 5.83738 -1.50370
H 0.98335 5.35495 -3.06345
H 1.55520 3.68376 -2.68557
H -0.14516 3.59975 -0.86758
H -0.84503 5.10404 -1.50800
H -0.47041 3.20605 -3.64891
H -1.96083 3.89713 -3.09256
H -0.78258 1.62894 -1.46605
H -1.39991 1.23095 -3.05857
H -3.51883 0.99644 -2.07503
H -3.45720 2.72256 -2.17418
H -1.80768 2.75143 0.13177
H -3.62752 3.52841 -0.20242
H -0.31989 -0.85958 0.23365
H -0.95332 -0.86114 -1.47112
H -1.32962 -2.14875 -0.36438
H -4.12780 -0.88606 -1.26293
H -4.44802 -0.92057 0.46298
H -3.54483 -2.23436 -0.22354
H -4.83600 3.22261 2.97360
H -4.38675 4.43351 1.80666
H -5.79516 3.39903 0.03133
H -7.54117 3.00334 1.56470
H -7.26761 1.48027 0.67232
H -6.15427 0.48453 2.71217
C 3.96645 3.86448 6.08271
C 5.12425 4.80071 6.35099
O 6.34299 4.06721 6.58929
C 7.00070 3.66243 5.51251
O 6.67813 3.84617 4.37612
C 8.29122 2.94315 5.93346
F 8.07618 2.08964 6.94850
F 9.21603 3.83472 6.33926
F 8.81025 2.24864 4.91871
H 3.86298 3.14505 6.89611
H 3.03733 4.42479 5.98500
H 4.12396 3.29589 5.16616
H 4.94048 5.37471 7.25714
H 5.26201 5.51180 5.53708
C -4.89401 -1.98602 -7.47325
C -5.12187 -1.78425 -5.99129
O -3.99018 -2.25362 -5.23739
C -2.96453 -1.41368 -5.13462
O -2.89969 -0.31774 -5.60587
C -1.86651 -2.04787 -4.26870
F -1.64560 -3.33536 -4.60760
F -2.21272 -2.02607 -2.97581
F -0.70549 -1.39915 -4.40190
H -4.65481 -3.02867 -7.68386
H -5.78119 -1.70557 -8.04131
H -4.05731 -1.38503 -7.81963
H -5.97337 -2.37308 -5.65745
H -5.33599 -0.74249 -5.75581
C 6.25062 -4.48174 -2.46612
C 5.00285 -3.88293 -1.85255
O 5.19893 -3.59911 -0.45594
C 5.81238 -2.45488 -0.17487
O 6.21409 -1.65706 -0.96930
C 5.89471 -2.27216 1.34747
F 6.27223 -3.40618 1.96610
F 4.69786 -1.92299 1.84615
F 6.76984 -1.31930 1.67819
H 6.56451 -5.36450 -1.90758
H 6.06605 -4.76611 -3.50164
H 7.07754 -3.77189 -2.44431
H 4.18149 -4.59490 -1.90011
H 4.68673 -2.98462 -2.38087
C -8.35875 -5.12188 -1.51670
C -9.71820 -4.67775 -2.01515
O -9.59221 -3.87896 -3.20835
C -9.46045 -4.53343 -4.35203
O -9.43948 -5.72111 -4.49610
C -9.37395 -3.52322 -5.50527
F -8.55331 -2.50616 -5.19744
F -10.58525 -3.00417 -5.77913
F -8.91914 -4.09255 -6.62575
H -7.70307 -4.26321 -1.37216
H -8.44880 -5.65704 -0.57280
H -7.87590 -5.77882 -2.24080
H -10.19934 -4.04032 -1.28035
H -10.37887 -5.52610 -2.19243
C 6.83647 -0.10700 11.01718
C 5.56528 -0.70121 10.44957
O 4.41428 0.07231 10.83603
C 4.16727 1.15126 10.10126
O 4.81147 1.52867 9.16794
C 2.88731 1.83893 10.59910
F 2.86130 1.92052 11.94061
F 1.80285 1.14945 10.20860
F 2.78757 3.07751 10.11126
H 6.75766 -0.00128 12.09996
H 7.68991 -0.74330 10.78544
H 7.02308 0.88489 10.60585
H 5.40353 -1.69879 10.85314
H 5.61437 -0.79145 9.36528
C 1.28675 -0.86040 -8.96902
C 1.04801 -2.35444 -9.00983
O -0.34317 -2.64949 -9.23448
C -0.75834 -2.61750 -10.49373
O -0.09182 -2.36982 -11.45575
C -2.24591 -2.99374 -10.54783
F -2.93898 -2.36962 -9.58291
F -2.40888 -4.31929 -10.37751
F -2.79301 -2.67010 -11.72261
H 0.64173 -0.39143 -8.22541
H 2.32563 -0.64842 -8.71875
H 1.06176 -0.40093 -9.93152
H 1.29587 -2.79977 -8.04848
H 1.66487 -2.84092 -9.76468
C -7.67606 -5.16682 5.52489
C -9.06720 -5.52118 5.04466
O -9.55028 -4.55036 4.09806
C -9.14555 -4.70630 2.84427
O -8.42564 -5.56983 2.43541
C -9.77782 -3.62538 1.95659
F -9.72628 -2.41616 2.52835
F -11.07570 -3.90371 1.71781
F -9.15368 -3.54944 0.77740
H -7.65852 -4.15452 5.92937
H -7.35271 -5.86217 6.29888
H -6.95759 -5.20184 4.70642
H -9.76842 -5.50121 5.87664
H -9.10090 -6.52072 4.61270
*
```


2.
A molecular structure, C50H80F6N5O22PbS2Sr at a distorted geometry. Source: the Open Molecules 2025 dataset; level of theory: ωB97M-V/def2-TZVPD.

molecular weight: 1576.145 g mol⁻¹
frontier orbital gap: 5.5 eV
LUMO: -2.57 eV
E_tot: -5500.9737 hartree

The geometry in ORCA input format:
```
! wB97M-V def2-TZVPD RIJCOSX def2/J DEFGRID3
* xyz 1 1
Sr -1.88173 -4.07902 -0.03845
Pb 2.36214 3.93785 0.07740
C -0.30272 0.35227 1.08366
C 0.77595 1.19062 0.62091
C 1.53758 0.82640 -0.68524
O 2.37025 1.61554 -1.14154
C 1.16479 -0.45762 -1.18163
C 0.40200 -1.41485 -0.52409
C -0.40740 -0.93442 0.68198
O -1.32531 -1.66218 1.22004
O 0.25972 -2.55278 -1.06821
O 1.13100 2.18107 1.28190
H -0.80889 0.80438 1.91735
H 1.66422 -0.82946 -2.07001
C 6.94273 2.69316 1.14438
F 7.12870 1.79479 0.15988
F 7.81678 2.41940 2.06710
F 7.11039 3.88353 0.57568
S 5.08014 2.56578 1.80475
O 4.39157 1.95019 0.69000
O 4.98251 1.73996 3.01301
N 4.39172 4.14741 1.72561
S 5.06109 4.90117 2.93916
O 4.24141 4.84569 4.11093
O 6.45166 4.51448 3.08942
C 5.13010 6.71892 2.44124
F 3.87617 7.20418 2.40101
F 5.84735 7.37523 3.30401
F 5.63508 6.81681 1.20540
C 0.48376 -4.31291 2.40560
O 0.26723 -4.75404 1.06995
C 0.96510 -5.93174 0.79344
C 0.33355 -6.80661 -0.32021
N -0.29410 -5.85238 -1.24484
C -0.68966 -6.45442 -2.54590
C -1.88209 -7.36322 -2.46697
O -3.01577 -6.71493 -1.96475
C -4.08891 -7.66290 -1.83861
H 0.07004 -3.33664 2.67284
H 1.54415 -4.05428 2.50132
H 0.14577 -4.99407 3.18739
H 1.29010 -6.56027 1.62537
H 1.90927 -5.59931 0.33742
H -0.47080 -7.46154 0.01489
H 1.15554 -7.30302 -0.84032
H 0.36918 -5.14996 -1.57489
H 0.18375 -6.80045 -3.10666
H -0.98621 -5.63292 -3.21148
H -1.60958 -8.27333 -1.91594
H -2.02037 -7.71245 -3.49870
H -3.70855 -8.46437 -1.18820
H -4.16245 -8.31609 -2.71580
H -5.00037 -7.19784 -1.49248
C 0.81158 5.22649 2.78107
O 1.05582 5.67044 1.41323
C 1.11853 7.09313 1.25430
C 1.95113 7.37141 -0.01817
N 1.72145 6.32212 -1.03174
C 2.68367 6.46878 -2.14172
C 4.04183 5.78000 -1.84474
O 3.93468 4.33758 -1.82949
C 5.22694 3.78612 -2.01493
H 1.61754 4.52772 3.00272
H -0.18838 4.81228 2.88130
H 0.92683 6.09851 3.42271
H 1.64350 7.50087 2.11493
H 0.14093 7.57086 1.17754
H 3.01897 7.50603 0.13310
H 1.63249 8.32502 -0.45561
H 0.82913 5.87729 -1.15096
H 2.71945 7.52187 -2.42052
H 2.34079 5.90541 -3.01368
H 4.57192 6.31416 -1.05451
H 4.62922 5.86153 -2.76675
H 5.99852 4.09695 -1.31793
H 5.55846 4.00117 -3.03649
H 5.17571 2.69747 -1.97245
C -3.27327 -4.52585 -6.42701
O -2.73313 -4.09145 -5.18887
C -3.26940 -2.88866 -4.71588
C -2.80943 -2.66603 -3.28408
N -3.09701 -3.83602 -2.37773
C -4.51543 -3.90480 -1.95370
C -4.85187 -2.94880 -0.81541
O -4.03989 -3.00319 0.35700
C -4.74723 -2.70438 1.54862
H -2.90831 -4.10572 -7.36749
H -4.35255 -4.64289 -6.33634
H -2.88735 -5.53978 -6.58426
H -4.35605 -2.76065 -4.81969
H -2.82908 -2.12110 -5.36938
H -3.16791 -1.69402 -2.94556
H -1.72061 -2.73242 -3.21021
H -2.97564 -4.53550 -3.11063
H -4.84949 -4.91281 -1.70920
H -5.15021 -3.57596 -2.78345
H -5.89311 -3.08197 -0.52258
H -4.68508 -1.99973 -1.33765
H -5.54886 -3.42188 1.72178
H -4.92690 -1.63311 1.65419
H -4.00298 -2.87037 2.33656
C -0.90893 5.72236 -4.92856
O -1.67470 4.55784 -5.06084
C -2.64914 4.46610 -6.03609
C -3.30597 3.09291 -6.00812
N -3.71663 2.74484 -4.65086
C -4.54618 1.54510 -4.58735
C -4.52610 0.85702 -3.19630
O -3.23550 0.86085 -2.71000
C -3.05785 0.93174 -1.30192
H -0.40317 5.83118 -3.97517
H -1.65397 6.53009 -5.02087
H -0.25106 5.92991 -5.77980
H -2.17255 4.55122 -7.02414
H -3.39846 5.26315 -5.90514
H -2.59833 2.39164 -6.45388
H -4.18225 3.14808 -6.66963
H -4.33045 3.51869 -4.41115
H -4.31375 0.88098 -5.42094
H -5.59702 1.81858 -4.75887
H -4.91541 -0.16596 -3.35238
H -5.26700 1.27792 -2.50413
H -3.89320 0.30795 -0.95913
H -3.19080 1.98104 -1.01840
H -2.11358 0.57527 -0.89851
C -5.10911 -0.51634 7.05439
C -3.79135 -0.77915 6.69978
C -3.37680 -0.58309 5.37579
C -4.18611 -0.08852 4.38226
C -5.50321 0.15905 4.77255
C -5.96454 0.00471 6.06420
O -7.24290 0.36566 6.33813
O -2.07135 -0.92850 5.05061
H -5.50052 -0.46740 8.06227
H -3.10751 -1.05027 7.49286
H -3.91955 -0.19206 3.33885
H -6.21426 0.54575 4.05038
H -7.69427 -0.26305 6.90787
H -2.02051 -1.13968 4.11539
C 6.13085 -1.78922 -0.76449
C 6.56557 -3.00262 -0.27636
C 5.68575 -4.07438 -0.05361
C 4.32381 -3.97293 -0.32483
C 3.89566 -2.75080 -0.82994
C 4.73660 -1.66617 -0.99937
O 4.33946 -0.41407 -1.29617
O 6.22486 -5.26383 0.38503
H 6.80931 -0.95156 -0.82372
H 7.60530 -3.12797 -0.00202
H 3.72970 -4.80482 0.02438
H 2.87896 -2.57610 -1.16541
H 3.42964 -0.18426 -1.51221
H 6.84419 -5.70101 -0.20019
C 2.16694 0.79003 4.90588
C 0.89808 0.59272 5.40535
C 0.66424 0.21670 6.74195
C 1.74428 0.13543 7.63924
C 3.03781 0.33965 7.15968
C 3.21399 0.73986 5.84103
O 4.52208 1.01777 5.48891
O -0.57141 -0.19586 7.12860
H 2.41555 1.17814 3.92909
H 0.10330 0.54025 4.66992
H 1.59745 -0.19005 8.65950
H 3.89304 0.37421 7.81870
H 4.58128 1.16022 4.51599
H -1.24977 -0.41989 6.46351
*
```


3.
6 unconnected molecules or ions with the total composition C50H80FNO21S at a distorted geometry. Source: the Open Molecules 2025 dataset; level of theory: ωB97M-V/def2-TZVPD.

molecular weight: 1082.241 g mol⁻¹
frontier orbital gap: 9.3 eV
LUMO: 0.18 eV
E_tot: -4085.9049 hartree

The geometry in ORCA input format:
```
! wB97M-V def2-TZVPD RIJCOSX def2/J DEFGRID3
* xyz 0 1
C 0.24536 1.17230 6.95755
C 0.50016 0.26519 5.76737
O 1.87201 0.04634 5.50373
C 2.47721 -0.83853 6.41619
C 3.21523 -1.99041 5.68339
O 2.89876 -2.09317 4.32448
C 1.56675 -2.42559 4.01362
C 1.55281 -3.49301 2.91826
C 1.59825 -4.89734 3.52769
O 2.50522 -4.94532 4.62371
N 2.03972 -5.94445 5.54959
O 2.89469 -6.66024 5.85437
C 2.74533 -3.22992 1.95640
C 4.02364 -4.01507 2.18848
O 4.97159 -3.53171 2.76397
C 4.13389 -5.41312 1.63592
C 3.27384 -5.91520 0.65584
C 3.41821 -7.22356 0.21124
C 4.40850 -8.02689 0.75220
C 5.27205 -7.53340 1.72198
C 5.13384 -6.22683 2.16417
O 0.40404 -3.46300 2.05209
C -0.78454 -2.83722 2.36151
C -1.64587 -2.77583 1.05453
O -2.07009 -1.44324 0.91846
C -3.31643 -1.32732 0.22049
C -4.52781 -1.54533 1.13353
C -5.27109 -2.86296 0.88753
C -6.77342 -2.79245 1.22549
C -7.22885 -3.90674 2.13003
O -7.77742 -3.74265 3.18498
O -7.01142 -5.16407 1.62406
C -6.11532 -5.97205 2.40671
C -6.20462 -7.39985 1.91179
C -0.83388 -3.22128 -0.14600
C -0.97854 -4.51124 -0.63054
C -0.21798 -4.96190 -1.70419
C 0.68747 -4.09984 -2.30664
C 0.82787 -2.80054 -1.83485
C 0.06797 -2.36150 -0.76249
S -1.84560 -3.79106 3.50999
O -1.75731 -5.16830 3.15203
O -3.13507 -3.18727 3.57490
F -1.19349 -3.58038 4.91663
H 0.80988 0.85246 7.83587
H 0.50434 2.20976 6.75351
H -0.80690 1.11620 7.23844
H 0.04075 0.71371 4.88547
H -0.03263 -0.68224 5.92610
H 3.20131 -0.30469 7.03863
H 1.74328 -1.25667 7.11227
H 4.28833 -1.80884 5.70789
H 3.04625 -2.91984 6.23789
H 1.09017 -1.50298 3.67046
H 1.04514 -2.74351 4.91850
H 0.60544 -5.17564 3.89061
H 1.86259 -5.64957 2.78589
H 2.96202 -2.16596 1.91676
H 2.36945 -3.50496 0.97079
H 2.48439 -5.29916 0.24798
H 2.73163 -7.59833 -0.53489
H 4.51297 -9.05425 0.42910
H 6.03920 -8.15545 2.16109
H 5.76560 -5.79609 2.92789
H -0.71086 -1.80266 2.69734
H -2.49390 -3.46223 1.10975
H -3.35573 -0.34417 -0.22449
H -3.33425 -2.05789 -0.59370
H -4.22987 -1.47756 2.17784
H -5.23250 -0.73370 0.93776
H -4.79012 -3.67834 1.42636
H -5.17393 -3.11277 -0.17108
H -7.37522 -2.85980 0.31833
H -7.00311 -1.87184 1.75629
H -5.09645 -5.59865 2.29592
H -6.39893 -5.92269 3.45799
H -7.22748 -7.64303 1.63025
H -5.59756 -7.53853 1.01592
H -5.84078 -8.09996 2.66059
H -1.68497 -5.18540 -0.16018
H -0.33750 -5.97910 -2.05164
H 1.28355 -4.45874 -3.13515
H 1.53483 -2.14580 -2.32656
H 0.19269 -1.34832 -0.40376
O -2.30694 2.11407 4.04773
C -1.78490 2.98690 3.41068
O -0.68048 2.67738 2.70861
C -0.07336 3.56027 1.75821
C 0.87853 4.54239 2.40564
C -2.29187 4.41003 3.43102
H -0.83735 4.05756 1.15747
H 0.47908 2.90717 1.08559
H 0.36351 5.20671 3.10143
H 1.36567 5.14771 1.64107
H 1.64201 4.00492 2.96797
H -1.89193 4.90564 4.31480
H -3.37562 4.37894 3.50797
H -2.03224 4.99124 2.55019
O 2.31164 4.22917 -1.13182
C 1.53297 3.72424 -1.90058
O 0.98043 2.54678 -1.55544
C -0.08607 1.93250 -2.28937
C 0.42208 1.11690 -3.45899
C 1.22927 4.33429 -3.24300
H -0.81992 2.67920 -2.59567
H -0.57786 1.28169 -1.56781
H 0.93632 1.73964 -4.19103
H -0.40765 0.61496 -3.95713
H 1.12919 0.36383 -3.11059
H 2.01573 4.05018 -3.94113
H 1.24977 5.41503 -3.12870
H 0.26591 4.06185 -3.66529
O 3.33093 6.98885 -3.78273
C 3.90244 7.07245 -2.72757
O 3.42201 7.92806 -1.80920
C 3.90519 7.96644 -0.46191
C 5.14283 8.82798 -0.32190
C 5.16509 6.29607 -2.44436
H 4.05638 6.95529 -0.08314
H 3.08597 8.39734 0.11094
H 5.97726 8.43181 -0.90055
H 5.44727 8.88474 0.72330
H 4.94146 9.83645 -0.68323
H 6.00841 6.83840 -2.87159
H 5.08090 5.33116 -2.93690
H 5.35333 6.11582 -1.39019
O -3.73525 0.37079 -2.15825
C -4.46513 0.27155 -3.10724
O -5.03900 -0.92297 -3.34256
C -6.04685 -1.12302 -4.34022
C -5.45196 -1.36951 -5.71041
C -4.68690 1.41455 -4.06890
H -6.75629 -0.29451 -4.33973
H -6.59177 -2.00435 -4.00692
H -4.88292 -0.50952 -6.06376
H -6.24094 -1.57882 -6.43282
H -4.77323 -2.22135 -5.67598
H -3.86178 1.43085 -4.78008
H -4.67537 2.33978 -3.49877
H -5.62504 1.36798 -4.61502
O 1.36146 5.63379 -6.87521
C 1.99553 6.50768 -7.40021
O 2.31189 6.36497 -8.70768
C 2.91789 7.40736 -9.47396
C 4.42440 7.43051 -9.31843
C 2.50699 7.70202 -6.63286
H 2.46581 8.37143 -9.23741
H 2.65472 7.18027 -10.50596
H 4.71795 7.63786 -8.28952
H 4.86079 8.19553 -9.96139
H 4.84342 6.46225 -9.59187
H 3.42509 7.41937 -6.12382
H 1.76935 7.96157 -5.87973
H 2.68493 8.58513 -7.24235
*
```